a.
Entry from the Open Molecules 2025 dataset: a structure of composition C5H14N (ωB97M-V/def2-TZVPD).

Element x y z (Å)
C: -0.2256 0.5955 0.3380
C: -1.0799 0.0627 -0.7179
C: -1.1065 0.7395 -2.1859
C: 0.2037 -0.8602 -0.4725
C: -0.0531 -2.2417 -0.0060
N: -0.4180 2.0578 0.3080
H: 2.4092 0.9639 1.1050
H: 2.0478 -0.5942 4.1360
H: -2.2231 -0.3628 -0.5038
H: -1.5368 -0.0014 -2.9832
H: -1.7867 1.5613 -2.0142
H: -0.0993 1.1044 -2.4875
H: 1.0279 -0.6851 -1.1331
H: 1.8628 1.1853 1.4595
H: -0.7898 -2.7929 -0.6186
H: 0.9205 -2.8133 0.0826
H: -0.4990 -2.2273 1.0584
H: 1.9905 -0.8084 3.3400
H: 0.4177 2.6002 0.3298
H: -1.0623 2.5165 0.9653

Values from the calculation:
HOMO level in eV: -15.110
Charge: +1
Lowest unoccupied orbital energy in Ha: -0.2426


b.
Entry from the Open Molecules 2025 dataset: a cluster of 2 separate species, C5H14N in total (ωB97M-V/def2-TZVPD).

Element x y z (Å)
C: -3.0172 -0.2345 -0.3164
C: 0.2478 -0.6341 1.0218
C: 1.0683 0.2830 0.1945
C: 0.9511 0.1342 -1.3039
C: 2.5967 0.1164 0.5404
N: -1.8812 0.6128 0.0544
H: -3.0951 -0.4010 -1.3973
H: -3.9633 0.1940 0.0682
H: 0.3118 -1.6843 0.7165
H: -1.0668 -0.0290 0.4882
H: 0.8640 1.3481 0.4046
H: -0.1191 0.0878 -1.5354
H: 1.5117 0.8936 -1.8640
H: 1.4256 -0.8042 -1.7029
H: 2.8381 0.2839 1.5792
H: 3.1949 0.9090 0.0496
H: 2.9882 -0.8328 0.1145
H: 0.2801 -0.3918 2.0795
H: -2.1414 1.3760 0.6710
H: -2.9942 -1.2271 0.1375

Values from the calculation:
HOMO level in eV: -14.558
Charge: +1
Lowest unoccupied orbital energy in Ha: -0.2800


c.
Entry from the Open Molecules 2025 dataset: a cluster of 2 separate species, C5H14N in total (ωB97M-V/def2-TZVPD).

Element x y z (Å)
C: -0.1962 2.3767 -0.5588
C: 0.5921 1.2762 -1.2646
C: -0.2820 0.1149 -1.7578
H: -0.8968 2.8336 -1.2563
H: 0.4578 3.1668 -0.1914
H: -0.7995 2.0094 0.2791
H: 1.4326 0.9325 -0.6499
H: 1.0691 1.7124 -2.1427
H: 0.3104 -0.7746 -1.9775
H: -1.0877 -0.1688 -1.0661
H: -0.7870 0.4073 -2.6762
C: -0.4322 -1.7509 1.7846
C: 0.1022 -2.8841 1.3796
N: 0.2111 -0.4573 1.4428
H: -1.4536 -1.6399 2.1158
H: -0.4297 -3.8064 1.5583
H: 1.0992 -2.9503 0.9595
H: 1.2297 -0.5322 1.4252
H: -0.0905 -0.1530 0.5044
H: -0.0490 0.2875 2.0920

Values from the calculation:
HOMO level in eV: -15.401
Charge: +1
Lowest unoccupied orbital energy in Ha: -0.1258


d.
Entry from the Open Molecules 2025 dataset: a cluster of 2 separate species, C5H14N in total (ωB97M-V/def2-TZVPD).

Element x y z (Å)
C: -0.0292 -0.4182 2.8229
C: 1.4078 0.6957 -1.0672
C: -0.0674 0.3592 -1.3651
C: -0.9860 0.9768 -0.3366
C: -0.2241 -1.1292 -1.6763
N: 0.0963 -0.6591 1.4697
H: 0.1490 -1.3154 3.4551
H: -0.9684 0.0804 3.1025
H: 2.0374 0.5285 -1.9403
H: 1.6950 0.0847 -0.2132
H: -0.2526 0.9006 -2.3020
H: -1.1827 2.0145 -0.6222
H: -2.0032 0.5927 -0.2206
H: -0.5192 0.9637 0.7248
H: 0.2853 -1.3453 -2.6141
H: -1.2809 -1.3916 -1.7718
H: 0.2246 -1.7792 -0.9216
H: 1.5913 1.7470 -0.8254
H: -0.7673 -1.1334 1.1447
H: 0.7943 0.2277 3.1566

Values from the calculation:
HOMO level in eV: -15.104
Charge: +1
Lowest unoccupied orbital energy in Ha: -0.3285


Least stable of them? a.


a.
Entry from the Open Molecules 2025 dataset: a cluster of 2 separate species, C5H14N in total (ωB97M-V/def2-TZVPD).

Element x y z (Å)
C: -2.0259 0.9423 -0.3789
C: -0.5881 0.3655 -0.2276
C: -0.2594 0.4088 1.2905
C: 1.2561 0.0752 1.5112
C: 2.2596 0.3846 0.4789
N: -0.2941 -0.9438 -0.6470
H: -2.6371 0.1956 0.1656
H: -2.4487 0.9438 -1.3893
H: -2.1816 1.9247 0.0510
H: 0.0180 1.1518 -0.7496
H: -0.5090 1.3063 1.8369
H: -0.8155 -0.4186 1.5563
H: 1.6544 0.3749 2.4700
H: 1.1777 -1.0434 1.5137
H: 2.2879 1.4484 0.1634
H: 3.3146 0.0969 0.8280
H: 1.8837 -0.1143 -0.5103
H: -0.6076 -2.9613 -2.8805
H: -0.7326 -1.3367 -1.4775
H: -0.7526 -2.8007 -3.6048

Values from the calculation:
HOMO level in eV: -15.091
Charge: +1
Lowest unoccupied orbital energy in Ha: -0.3431


b.
Entry from the Open Molecules 2025 dataset: a cluster of 2 separate species, C5H14N in total (ωB97M-V/def2-TZVPD).

Element x y z (Å)
C: 1.8027 -0.1205 -0.6406
C: 0.6821 -1.1572 -0.4424
C: -0.5653 -0.6239 0.2979
C: -1.2276 0.5510 -0.3942
C: -2.6129 0.7365 0.2215
N: 2.2326 0.4507 0.6446
H: 1.5320 0.6713 -1.3604
H: 2.6450 -0.5903 -1.0940
H: 0.3762 -1.5494 -1.4564
H: 1.1121 -1.9764 0.1162
H: -1.2625 -1.4735 0.3950
H: -0.2510 -0.2937 1.2899
H: -0.6207 1.4538 -0.3230
H: -1.2980 0.3683 -1.5425
H: -3.3874 0.0906 -0.2716
H: -2.8782 1.7764 0.4480
H: -2.5849 0.2566 1.3052
H: 1.7606 1.3385 0.8354
H: -2.5005 -0.1340 2.2440
H: 3.2553 0.5921 0.6494

Values from the calculation:
HOMO level in eV: -12.588
Charge: +1
Lowest unoccupied orbital energy in Ha: -0.3065


Least stable of them? a.


a.
Entry from the Open Molecules 2025 dataset: the ion C5H14N with charge +1 (ωB97M-V/def2-TZVPD).

Element x y z (Å)
C: -1.4394 0.6066 -0.7902
C: 0.0316 0.3867 -0.9996
C: 0.7832 -0.2399 0.1997
C: 0.4328 0.3400 1.5646
C: 2.2822 -0.2044 -0.0427
N: -2.0994 -0.7052 -0.3687
H: -1.6622 1.2823 0.0302
H: -1.9978 0.9607 -1.6432
H: 0.2097 -0.2788 -1.8408
H: 0.4692 1.3633 -1.1860
H: 0.5025 -1.2960 0.2787
H: -0.6278 0.4782 1.7763
H: 0.8815 -0.2278 2.3679
H: 0.8071 1.3572 1.7141
H: 2.5723 -0.6414 -0.9952
H: 2.7899 -0.8304 0.6932
H: 2.6957 0.8021 0.0279
H: -2.9295 -0.6537 0.2207
H: -1.3957 -1.2137 0.1747
H: -2.3059 -1.2857 -1.1819

Values from the calculation:
HOMO level in eV: -15.436
Structure (SMILES): CC(C)CC[NH3+]
Charge: +1
Lowest unoccupied orbital energy in Ha: -0.1340


b.
Entry from the Open Molecules 2025 dataset: a cluster of 2 separate species, C5H14N in total (ωB97M-V/def2-TZVPD).

Element x y z (Å)
C: 2.5913 -0.8261 0.1569
C: -0.2845 0.8007 -1.3545
C: -1.3749 0.7095 -0.3031
C: -1.7183 -0.7400 -0.0789
C: -0.8930 1.2856 1.0560
N: 1.3640 -0.9980 0.7100
H: 2.7646 0.2104 -0.1401
H: 3.3355 -1.1429 0.9293
H: 0.0638 1.8165 -1.5503
H: 0.5422 0.1935 -0.9321
H: -2.2577 1.2401 -0.6520
H: -2.2301 -1.3070 -0.8525
H: -2.2797 -0.8973 0.8425
H: -0.7523 -1.2968 0.0898
H: -0.3287 2.2102 0.8878
H: -1.7524 1.4112 1.7105
H: -0.2640 0.4746 1.4035
H: -0.5958 0.3607 -2.3001
H: 1.3194 -1.9687 1.0611
H: 2.7506 -1.5362 -0.6837

Values from the calculation:
HOMO level in eV: -14.855
Charge: +1
Lowest unoccupied orbital energy in Ha: -0.3457


c.
Entry from the Open Molecules 2025 dataset: the ion C5H14N with charge +1 (ωB97M-V/def2-TZVPD).

Element x y z (Å)
C: -0.4207 -0.9073 -1.3688
C: -0.2466 0.4520 -0.7733
C: -0.3564 0.4191 0.7903
C: 1.0056 0.3167 1.5330
C: 2.0748 1.3313 1.1581
N: -1.8573 -1.3966 -1.1925
H: 0.3376 -1.6652 -1.1296
H: -0.1803 -1.0368 -2.4378
H: 0.7602 0.8046 -0.9720
H: -0.9648 1.1731 -1.1581
H: -0.8337 1.3487 1.0871
H: -0.9555 -0.4518 1.0790
H: 0.8148 0.3935 2.6092
H: 1.3609 -0.7152 1.4588
H: 2.2302 1.3654 0.0787
H: 3.0572 0.9898 1.4866
H: 1.8782 2.3054 1.5936
H: -2.3888 -1.4275 -2.0703
H: -1.9097 -2.2265 -0.5969
H: -2.3255 -0.7095 -0.6019

Values from the calculation:
HOMO level in eV: -14.812
Structure (SMILES): CCCCC[NH3+]
Charge: +1
Lowest unoccupied orbital energy in Ha: -0.1370


d.
Entry from the Open Molecules 2025 dataset: the ion C5H14N with charge +1 (ωB97M-V/def2-TZVPD).

Element x y z (Å)
C: -0.9968 0.4826 0.9113
C: 0.0491 0.0899 -0.1313
C: 1.4354 0.4000 0.4411
C: -0.0397 -1.4383 -0.4211
C: 0.2699 -1.8010 -1.9032
N: -0.9200 1.9938 1.0883
H: -0.8169 0.1039 1.9110
H: -1.9885 0.1707 0.5878
H: -0.0881 0.5345 -1.1197
H: 1.8444 1.3742 0.1282
H: 1.4255 0.2912 1.5315
H: 2.2682 -0.2068 0.0812
H: 0.7778 -1.9938 0.0448
H: -1.0612 -1.7209 -0.1380
H: -0.3291 -1.2188 -2.6342
H: 1.2808 -1.5109 -2.1594
H: -0.1978 -2.7621 -2.0836
H: -0.0400 2.4326 1.3633
H: -1.4762 2.6313 0.5089
H: -1.3968 2.1480 1.9930

Values from the calculation:
HOMO level in eV: -14.766
Structure (SMILES): CC[C@H](C)C[NH3+]
Charge: +1
Lowest unoccupied orbital energy in Ha: -0.1398


Least stable of them? b.


a.
Entry from the Open Molecules 2025 dataset: a cluster of 13 separate species, H26O13 in total (ωB97M-V/def2-TZVPD).

Element x y z (Å)
O: 3.1047 0.5325 -0.2218
H: 2.3767 -0.0583 0.0646
H: 3.6947 -0.0337 -0.7334
O: -1.7691 1.9010 -1.9512
H: -0.7976 1.8898 -2.0949
H: -2.0258 2.8216 -2.0752
O: -0.7585 -2.9449 -1.7470
H: -1.3932 -2.2094 -1.5470
H: -1.1490 -3.7390 -1.3653
O: -1.2462 1.8851 1.1283
H: -1.3278 2.3918 1.9482
H: -2.1401 1.8560 0.7648
O: 0.1126 4.2998 -0.1040
H: 0.0074 3.3388 -0.0357
H: 0.4535 4.4463 -0.9867
O: 0.5231 -0.5219 0.0700
H: -0.0639 -0.9961 0.6956
H: 0.0983 0.3418 -0.0569
O: 1.1155 -1.8282 3.4935
H: 1.5959 -2.2556 2.7711
H: 0.3980 -1.3468 3.0628
O: 1.4594 -0.9894 -2.6390
H: 0.8094 -0.5784 -2.0545
H: 1.4076 -1.9258 -2.4120
O: 1.0265 -3.9290 0.8177
H: 0.9767 -4.2959 1.7103
H: 0.3005 -3.2909 0.7630
O: -1.5933 -1.6793 1.5652
H: -1.9063 -2.4854 1.9964
H: -2.2504 -1.4965 0.8686
O: -2.6748 -0.9222 -1.3818
H: -2.3521 -0.0035 -1.3203
H: -3.5551 -0.8442 -1.7698
O: 1.0884 2.0721 -1.9210
H: 1.4419 2.9387 -2.1422
H: 1.8666 1.5629 -1.6072
O: 1.4045 1.8747 2.7938
H: 1.0629 2.4516 3.4873
H: 0.6782 1.7698 2.1654

Values from the calculation:
HOMO level in eV: -10.431
Charge: 0
Lowest unoccupied orbital energy in Ha: -0.0113


b.
Entry from the Open Molecules 2025 dataset: a cluster of 13 separate species, H26O13 in total (ωB97M-V/def2-TZVPD).

Element x y z (Å)
H: -0.8043 -0.3119 0.9868
H: 0.0925 0.7604 0.3623
H: 0.5393 -0.1496 -1.3487
H: -0.9917 -0.0848 -0.8045
H: -0.6540 -3.8265 1.8418
H: 0.6342 -3.1020 2.4077
H: 2.0686 -0.7582 -1.7103
H: 2.9748 -2.0060 -1.9001
H: -4.3019 0.3077 -1.4084
H: -4.6312 -0.8622 -0.4445
H: -2.5485 1.2034 2.0806
H: -3.7985 1.0676 2.8521
H: -0.2190 -3.5727 -2.5231
H: -1.4297 -2.8100 -1.8201
H: 5.0419 1.1334 -1.8853
H: 4.4073 1.2706 -0.5175
H: 1.7610 1.3972 3.8207
H: 2.1860 0.3652 2.6777
H: -2.4599 2.4760 0.1730
H: -1.8584 2.2565 -1.2528
H: 3.5446 -0.5457 0.3103
H: 4.5404 -1.5683 0.6177
H: -1.7670 -1.6805 0.2961
H: -2.5154 -2.5183 -0.4462
H: 0.0657 4.6140 -1.2920
H: -0.1273 6.1169 -1.1357
O: -0.8069 0.6040 0.6573
O: -0.3391 0.0508 -1.5301
O: -0.2946 -3.0528 2.2125
O: 2.3546 -1.5928 -1.2924
O: -5.0247 -0.1269 -0.9106
O: -2.9288 1.6229 2.8379
O: -0.9024 -3.6138 -1.7773
O: 4.8728 0.6591 -1.0552
O: 2.4491 1.2506 3.1616
O: -1.7866 1.9756 -0.3560
O: 4.4136 -0.6103 0.5798
O: -1.9333 -1.8030 -0.6513
O: 0.1768 5.4642 -1.8137

Values from the calculation:
HOMO level in eV: -10.383
Charge: 0
Lowest unoccupied orbital energy in Ha: -0.0116


Least stable of them? b.


a.
Entry from the Open Molecules 2025 dataset: a cluster of 13 separate species, H26O13 in total (ωB97M-V/def2-TZVPD).

Element x y z (Å)
O: -1.3338 -1.6459 0.5440
H: -1.2125 -1.8600 1.4172
H: -1.8992 -2.3281 0.2324
O: -2.0752 -2.6953 -2.3325
H: -2.4028 -2.1122 -3.0235
H: -1.2147 -2.3584 -2.0607
O: -3.1829 0.1247 -1.1093
H: -2.3836 0.4229 -1.4718
H: -3.8272 0.8196 -1.3268
O: 0.2850 -3.8432 0.7801
H: -0.6065 -4.2069 0.7293
H: 0.2101 -2.9893 0.4403
O: -0.3251 0.6555 -0.3202
H: 0.3434 0.8116 0.3510
H: -0.5069 -0.2566 -0.0617
O: -1.8291 2.7922 0.3818
H: -1.5845 2.7435 1.3253
H: -1.3365 2.0177 0.1503
O: 0.7657 -1.6477 2.8469
H: 1.1665 -1.2309 2.0352
H: 0.2073 -0.9515 3.1783
O: 1.5685 1.2474 1.6170
H: 1.8976 2.0808 1.2099
H: 2.2852 0.7718 2.0940
O: 2.9288 1.2862 -0.9084
H: 2.6402 0.4411 -0.5351
H: 3.6585 1.3448 -0.3113
O: 1.8069 -1.3744 0.1136
H: 1.5477 -1.5047 -0.8177
H: 2.7764 -1.4422 0.1164
O: 0.6100 3.1849 -1.8254
H: -0.3188 3.4249 -2.0106
H: 0.4619 2.3140 -1.5067
O: 0.4557 -1.2651 -2.4059
H: 0.1606 -0.3928 -2.1345
H: 0.4752 -1.1717 -3.3380
O: -0.4342 2.8311 2.7733
H: 0.2887 2.2593 2.4829
H: -0.0661 3.7032 2.6807

Values from the calculation:
HOMO level in eV: -10.156
Charge: 0
Lowest unoccupied orbital energy in Ha: -0.0186


b.
Entry from the Open Molecules 2025 dataset: a cluster of 13 separate species, H26O13 in total (ωB97M-V/def2-TZVPD).

Element x y z (Å)
O: 1.4353 -1.0754 5.3584
H: 2.2271 -0.8930 4.8524
H: 1.7319 -1.6377 6.0740
O: 4.2346 1.7599 -2.3827
H: 3.9269 2.6323 -2.6285
H: 4.9591 1.5830 -2.9827
O: -4.7437 -3.1743 1.8689
H: -5.4232 -3.6588 2.3377
H: -3.9267 -3.6085 2.1143
O: 4.2492 -5.2747 -1.6789
H: 4.2659 -4.4710 -1.1591
H: 4.5077 -4.9974 -2.5578
O: -3.3050 2.9434 -2.2452
H: -2.6753 2.2822 -1.9579
H: -3.6174 2.6252 -3.0922
O: 1.6288 5.6259 -3.1940
H: 1.2013 5.9288 -3.9951
H: 2.1743 6.3630 -2.9197
O: -4.7713 3.0115 2.4845
H: -5.2128 3.8086 2.1911
H: -4.4886 2.5826 1.6769
O: 0.2235 3.7810 3.4187
H: -0.5039 4.0788 3.9651
H: -0.1559 3.0986 2.8651
O: -5.1148 -2.1176 -2.5861
H: -4.3105 -2.4276 -3.0023
H: -4.9692 -2.2554 -1.6501
O: -0.5292 0.6029 -5.6174
H: 0.1079 0.4939 -4.9113
H: -0.0370 0.4129 -6.4161
O: 5.8347 -0.9890 2.0129
H: 6.7092 -0.6496 2.2032
H: 5.5086 -0.4299 1.3077
O: -0.7627 -5.2397 3.1689
H: -0.6374 -5.9056 3.8449
H: -0.3793 -4.4453 3.5405
O: -0.1051 0.0785 0.0055
H: 0.7148 0.4267 -0.3451
H: 0.0281 -0.8690 0.0311

Values from the calculation:
HOMO level in eV: -11.167
Charge: 0
Lowest unoccupied orbital energy in Ha: -0.0018


c.
Entry from the Open Molecules 2025 dataset: a cluster of 13 separate species, H26O13 in total (ωB97M-V/def2-TZVPD).

Element x y z (Å)
O: -27.9018 -0.5844 -1.9609
H: -27.4898 -0.5702 -2.8248
H: -28.3696 -1.4190 -1.9319
O: -20.9350 -2.4827 -4.4798
H: -21.0639 -1.5357 -4.4263
H: -20.5317 -2.7176 -3.6441
O: -23.8639 -3.2654 -6.8648
H: -24.7289 -3.2343 -6.4561
H: -23.2646 -2.9652 -6.1814
O: -23.3998 5.3598 -6.2688
H: -22.8936 4.9458 -5.5698
H: -23.3017 4.7711 -7.0172
O: -24.7048 0.1013 -9.0602
H: -24.5823 0.5488 -8.2230
H: -25.0299 0.7812 -9.6504
O: -20.6831 1.2229 -6.0618
H: -20.5234 1.9886 -5.5101
H: -20.2610 1.4348 -6.8944
O: -24.6473 1.2955 -5.4522
H: -23.8560 0.8230 -5.1938
H: -24.7896 1.9284 -4.7483
O: -21.5211 3.8627 -3.2547
H: -20.8714 4.0094 -2.5672
H: -22.2766 3.4945 -2.7964
O: -26.7784 -1.7307 -5.9718
H: -26.2456 -0.9463 -6.1026
H: -27.5822 -1.5594 -6.4626
O: -25.3140 3.4906 -2.5943
H: -25.7320 3.2170 -1.7778
H: -25.8326 4.2386 -2.8905
O: -23.1214 -0.5119 -2.1207
H: -23.7619 -0.0154 -1.6114
H: -22.9552 -1.2964 -1.5981
O: -27.2509 5.4928 -5.0187
H: -26.5359 5.5439 -5.6530
H: -27.4123 6.4016 -4.7653
O: -28.4438 1.9080 -5.6586
H: -27.5226 1.6542 -5.6024
H: -28.4354 2.8618 -5.5790

Values from the calculation:
HOMO level in eV: -10.561
Charge: 0
Lowest unoccupied orbital energy in Ha: -0.0056


d.
Entry from the Open Molecules 2025 dataset: a cluster of 13 separate species, H26O13 in total (ωB97M-V/def2-TZVPD).

Element x y z (Å)
H: 0.0542 0.3193 -0.5900
H: 0.2254 1.7809 -0.2101
H: 2.9943 0.2930 -0.8963
H: 3.6729 0.4887 -2.2421
H: -0.9310 0.3164 3.6545
H: -0.1077 1.5239 4.0718
H: 2.3171 -2.8392 0.2975
H: 1.9257 -3.8653 -0.7532
H: 1.1461 -2.3574 -1.3304
H: 1.9519 -1.0803 -1.5036
H: -0.2179 -3.9192 2.7311
H: 0.1619 -3.6724 1.2803
H: -2.4538 0.0387 1.2381
H: -1.0718 -0.5824 1.1175
H: -0.8521 2.1866 -3.3435
H: -1.8045 1.0795 -2.9222
H: -3.1350 3.1876 0.3308
H: -2.6802 2.5506 -0.9720
H: -3.0246 -2.4026 -1.1474
H: -2.1477 -1.7167 -2.1820
H: 4.8037 1.3244 1.2933
H: 4.6515 -0.0706 1.8771
H: -4.3720 -0.1947 -0.5556
H: -5.8146 0.2623 -0.6972
H: 2.2133 5.3025 0.4951
H: 3.0599 4.0781 0.8019
O: 0.1167 0.9036 0.1739
O: 3.7422 -0.0127 -1.4219
O: -0.8200 0.9489 4.3733
O: 2.6900 -3.5096 -0.2860
O: 1.4824 -1.7566 -2.0049
O: -0.5782 -3.9386 1.8374
O: -1.6825 0.0073 0.6610
O: -0.9009 1.3919 -2.8002
O: -3.2646 2.4067 -0.2192
O: -2.6839 -1.5376 -1.4013
O: 4.4024 0.4661 1.1162
O: -5.2112 -0.1697 -0.0822
O: 2.6370 4.5464 0.0734

Values from the calculation:
HOMO level in eV: -9.346
Charge: 0
Lowest unoccupied orbital energy in Ha: -0.0057


Least stable of them? d.